(1)
Molecular formula: C5H7NO2
Method: DFT, ωB97M-V with the def2-TZVPD basis set

```
15
Properties=species:S:1:pos:R:3:forces:R:3
C 1.160 0.082 0.377 0.4 1.7 2.4
C 1.249 -0.723 -0.678 -0.8 -1.7 -0.7
C 1.783 1.054 1.006 -1.4 0.0 0.1
C -0.986 0.429 -0.665 0.5 -0.3 0.6
C -1.725 -0.375 0.414 3.2 1.3 -0.7
N -0.149 -0.115 -1.513 -0.1 0.4 -0.3
O 1.709 -1.779 -0.955 0.3 -0.3 -0.8
O -1.263 -1.633 0.605 -0.3 -2.2 -0.1
H 1.420 1.514 1.924 0.0 -0.5 0.0
H 2.544 1.581 0.522 1.4 0.8 -0.6
H -1.272 1.495 -0.622 0.0 -0.4 -0.8
H -2.722 -0.283 0.109 -1.9 -0.7 -0.5
H -1.658 0.170 1.334 0.0 0.9 0.6
H 0.211 0.354 -2.352 -0.7 0.3 0.6
H -0.302 -1.771 0.493 -0.7 0.7 0.1
```
Forces are in eV/Å.

E_LUMO (alpha / beta): -0.340 / -0.341 eV
Net charge: 0
HOMO-LUMO gap (alpha / beta): 8.17 / 8.17 eV

***

(2)
Molecular formula: C53H40GeN5NiOS2
Method: DFT, ωB97M-V with the def2-TZVPD basis set

```
103
Properties=species:S:1:pos:R:3:forces:R:3
Ni 0.285 0.642 0.685 0.0 0.1 0.2
C -1.047 4.751 1.709 0.0 -0.2 -0.1
C -0.567 3.507 1.017 -0.3 0.1 0.5
N -0.661 2.333 1.555 0.8 -0.2 0.1
N -1.304 2.207 2.713 -0.8 0.2 0.3
C -1.071 1.073 3.410 0.9 0.2 -0.7
O -0.090 0.332 3.273 -0.1 -0.2 0.0
C -2.112 0.742 4.428 -0.3 -0.1 0.2
C -3.133 1.626 4.768 0.1 0.0 0.0
C -4.128 1.236 5.651 0.0 0.0 0.1
C -4.117 -0.040 6.199 0.0 0.0 0.0
C -3.097 -0.922 5.869 0.0 0.0 0.1
C -2.097 -0.531 4.993 0.0 0.1 0.0
C 0.041 3.585 -0.304 0.2 -0.1 -0.4
C 0.283 4.812 -0.936 -0.1 0.0 0.1
C 0.949 4.838 -2.145 0.0 -0.1 -0.1
C 1.333 3.642 -2.729 0.0 0.0 0.0
C 1.012 2.471 -2.061 0.1 0.0 -0.1
N 0.403 2.429 -0.885 0.1 0.1 -0.1
H -1.393 4.476 2.702 0.0 0.1 0.0
H -1.871 5.209 1.154 0.0 0.1 0.0
H -0.243 5.485 1.802 0.0 0.0 0.0
H -3.132 2.608 4.316 0.0 0.0 0.0
H -4.918 1.930 5.912 0.0 0.0 0.0
H -4.906 -0.352 6.873 0.0 0.0 0.0
H -3.082 -1.918 6.293 0.0 0.0 0.0
H -1.297 -1.204 4.713 0.0 0.0 0.0
H -0.036 5.736 -0.473 0.0 0.0 0.0
H 1.168 5.783 -2.627 0.0 0.0 0.0
H 1.873 3.608 -3.665 -0.1 0.0 0.0
H 1.270 1.519 -2.506 0.0 0.1 0.0
S 4.141 4.947 0.480 0.3 -0.2 0.0
C 5.596 5.863 0.343 -0.2 0.0 0.0
C 6.693 5.067 0.433 0.0 0.2 0.0
C 6.372 3.701 0.616 -0.2 -0.2 0.1
C 5.020 3.449 0.672 0.1 0.5 0.0
C 4.341 2.185 0.827 -0.4 -0.2 0.0
C 2.939 2.118 0.903 0.5 0.3 -0.1
N 2.244 1.008 0.942 -0.2 -0.2 0.1
C 2.926 -0.187 0.966 0.1 -0.3 0.1
C 4.348 -0.230 0.979 0.0 0.3 -0.1
C 4.977 -1.521 1.073 0.0 -0.2 0.0
C 4.253 -2.656 1.171 0.2 0.1 0.0
C 2.816 -2.630 1.147 -0.2 -0.1 -0.1
C 2.024 -3.757 1.223 -0.1 0.1 0.0
C 0.622 -3.638 1.189 0.3 0.3 -0.1
C 0.095 -2.345 1.056 -0.2 -0.3 0.0
N 0.818 -1.262 0.921 0.3 0.5 0.0
C 2.182 -1.364 1.007 0.3 0.0 0.0
C -0.267 -4.778 1.184 -0.2 -0.5 0.0
C -1.641 -4.818 1.213 0.2 0.2 0.0
C -2.175 -6.126 1.132 0.0 -0.2 0.0
C -1.219 -7.086 1.034 0.2 0.0 0.0
S 0.361 -6.400 1.040 -0.3 0.3 0.0
C 5.043 0.958 0.886 -0.1 -0.1 0.0
H 5.539 6.930 0.205 0.1 0.0 0.0
H 7.706 5.439 0.372 0.0 0.0 0.0
H 7.119 2.927 0.713 0.0 0.0 0.0
H 2.374 3.046 0.931 -0.1 -0.1 -0.1
H 6.061 -1.553 1.074 0.0 0.0 0.0
H 4.739 -3.621 1.260 0.0 0.0 0.0
H 2.483 -4.736 1.303 0.1 0.0 0.0
H -0.980 -2.205 1.037 0.0 0.1 -0.1
H -2.262 -3.936 1.291 0.0 0.0 0.0
H -3.234 -6.341 1.146 0.0 0.0 0.0
H -1.333 -8.155 0.959 -0.1 0.0 0.0
H 6.126 0.948 0.866 0.0 0.0 0.0
C -1.341 0.111 0.018 -0.8 -0.9 -0.5
Ge -1.540 -0.804 -1.689 -0.2 0.3 -0.1
C -0.038 -1.957 -2.328 -0.2 0.1 0.4
C 1.183 -1.319 -2.545 -0.1 0.0 0.1
C 2.310 -2.013 -2.954 0.1 0.1 0.0
C 2.238 -3.384 -3.160 0.0 0.0 0.0
C 1.044 -4.045 -2.921 0.1 -0.1 0.0
C -0.077 -3.339 -2.503 -0.2 0.0 0.1
C -3.274 -1.784 -1.671 0.4 0.0 0.0
C -4.301 -1.292 -0.866 0.1 0.1 0.0
C -5.504 -1.972 -0.737 0.0 0.0 0.0
C -5.696 -3.172 -1.406 0.0 0.0 0.0
C -4.690 -3.672 -2.220 0.0 0.0 0.0
C -3.498 -2.974 -2.362 0.0 0.1 0.0
C -1.643 0.571 -3.127 0.1 -0.2 0.1
C -2.390 1.729 -2.922 0.0 0.0 0.1
C -2.462 2.717 -3.892 0.0 0.0 0.0
C -1.766 2.570 -5.085 0.0 0.0 0.0
C -1.004 1.431 -5.298 0.0 0.0 -0.1
C -0.955 0.436 -4.330 -0.1 0.0 0.0
H -2.154 -0.085 0.725 -0.1 0.1 -0.1
H 1.254 -0.255 -2.358 0.1 -0.1 0.0
H 3.245 -1.483 -3.094 0.0 0.0 0.0
H 3.116 -3.932 -3.480 0.0 0.0 0.0
H 0.988 -5.121 -3.038 0.0 0.0 0.0
H -0.985 -3.888 -2.285 0.1 0.0 0.0
H -4.151 -0.358 -0.335 0.0 -0.1 0.1
H -6.286 -1.568 -0.105 0.0 0.0 0.0
H -6.630 -3.710 -1.300 0.0 0.0 0.0
H -4.831 -4.610 -2.743 0.0 0.0 0.0
H -2.736 -3.356 -3.028 -0.1 0.0 0.0
H -2.909 1.860 -1.977 0.0 0.1 0.0
H -3.056 3.606 -3.716 0.0 0.0 0.0
H -1.819 3.341 -5.844 0.0 0.0 0.0
H -0.443 1.315 -6.218 0.0 0.0 0.0
H -0.361 -0.454 -4.506 0.0 0.0 -0.1
```
Forces are in eV/Å.

Multiplicity: 3
E_LUMO (alpha / beta): 2.323 / 2.185 eV
Net charge: -1
<S²>: 2.38
HOMO-LUMO gap (alpha / beta): 4.61 / 6.90 eV

***

(3)
Molecular formula: C22H21N3O3S
Method: DFT, ωB97M-V with the def2-TZVPD basis set

```
50
Properties=species:S:1:pos:R:3:forces:R:3
N 2.130 -0.129 -2.902 -2.1 -0.6 3.5
N 1.168 -0.162 -3.825 -1.2 1.6 -1.6
O 0.139 0.006 -1.950 -2.3 1.0 2.8
O -1.800 1.680 -3.414 0.8 -0.2 1.5
O 0.408 0.316 1.451 1.6 -0.9 -2.4
S 3.809 -0.615 -0.453 0.5 -1.2 -0.1
C 1.397 -0.055 -1.732 7.1 -0.9 -0.4
C 0.025 0.074 -3.238 -0.6 -1.0 -4.5
C 2.130 -0.264 -0.447 -3.7 2.2 0.2
C 1.619 -0.085 0.838 -0.6 -0.5 0.1
C -4.157 -2.800 -3.460 1.4 -0.9 -0.2
C 4.394 -2.001 3.374 -0.3 -0.1 -0.8
C 3.188 -1.579 3.933 -1.7 1.8 -0.4
C -4.558 -1.498 -3.737 -3.3 -1.5 1.5
C -2.748 -3.082 -3.479 -3.9 1.5 0.0
C 4.613 -1.762 2.018 0.6 0.2 -0.5
C 2.235 -0.866 3.097 2.8 -2.3 2.4
C -3.689 -0.416 -3.817 -0.5 0.5 -1.0
C -1.941 -2.038 -3.536 2.1 3.4 -0.7
C 3.674 -1.097 1.228 3.4 -0.7 -0.6
C 2.546 -0.673 1.772 -3.7 1.4 1.2
C -2.377 -0.654 -3.730 2.3 -3.4 1.2
N -0.378 2.423 3.657 0.2 0.9 0.3
C -1.315 0.387 -3.902 -0.4 0.8 2.9
C -1.342 1.344 3.339 0.9 -0.2 -1.1
C 0.886 2.647 2.847 0.2 -1.0 2.3
C -1.559 1.510 1.813 -0.4 0.0 0.2
C 0.651 2.740 1.395 1.3 -3.5 -1.4
C -0.256 1.493 0.968 0.5 1.7 3.4
H -1.633 1.774 -2.421 -0.4 -0.5 -2.0
H -4.769 -3.713 -3.212 0.0 1.6 -0.7
H 5.126 -2.582 3.923 -0.1 0.2 0.1
H 2.979 -1.630 5.027 0.2 -0.3 -1.1
H -5.687 -1.385 -3.680 1.5 0.4 -0.4
H -2.439 -4.050 -3.553 1.0 -2.5 0.4
H 5.533 -2.034 1.514 0.1 -0.3 0.3
H 1.308 -0.605 3.518 -1.0 0.6 0.3
H -3.936 0.595 -4.097 -0.8 0.1 0.3
H -0.872 -2.197 -3.524 0.2 -0.1 -0.1
H -0.140 2.519 4.634 -0.2 -0.2 0.0
H -1.218 0.532 -4.927 0.9 0.3 -1.8
H -2.296 1.339 3.917 0.6 1.1 -0.4
H -1.039 0.298 3.544 0.7 0.3 -0.2
H 1.505 3.507 3.193 -1.2 -0.1 0.1
H 1.574 1.812 3.103 -0.2 0.1 -0.6
H -2.164 2.399 1.647 0.4 0.5 -0.1
H -2.201 0.747 1.423 -0.3 -0.9 -0.1
H 0.361 3.641 1.021 -2.0 2.6 -0.5
H 1.646 2.741 0.882 -0.4 -0.8 0.3
H -0.530 1.447 -0.040 0.0 -0.1 -1.7
```
Forces are in eV/Å.

E_LUMO: -0.035 eV
Net charge: 0
HOMO-LUMO gap: 8.11 eV

***

The evaluated E_tot for the records listed, in turn: -399.7848, -6774.3011, -1638.9660 a.u..
The evaluated ΔE to the lowest compared entry with this formula, charge and spin for the records listed, in turn: 113.4, 0.0, 134.5 kcal/mol.